No. 1
Formula: C42H36N2P2SSiTc
Source: the Open Molecules 2025 dataset
Level of theory: ωB97M-V with the def2-TZVPD basis set

Positions of all 85 atoms, in Å:
Tc (0.07946, 0.01162, 0.42275)
C (3.69632, 0.13613, 0.41373)
Si (2.24162, -0.28418, -0.67931)
C (2.32050, -2.11345, -1.13613)
C (3.51265, -2.82127, -1.28754)
C (3.49429, -4.17181, -1.61415)
C (2.28955, -4.84280, -1.79624)
C (1.08985, -4.16337, -1.64857)
C (1.12117, -2.81616, -1.30173)
P (-0.34202, -1.81921, -1.05316)
C (-1.08042, -2.06718, 0.59350)
C (-0.54333, -2.93103, 1.55984)
C (-1.22699, -3.14247, 2.74434)
C (-2.41492, -2.46671, 2.99211)
C (-2.92728, -1.55354, 2.07395)
C (-2.26991, -1.35531, 0.87194)
C (-1.59930, -2.23034, -2.27000)
C (-1.39995, -1.78140, -3.57840)
C (-2.28588, -2.15351, -4.57586)
C (-3.36667, -2.97272, -4.27099)
C (-3.56250, -3.42320, -2.97220)
C (-2.67990, -3.05608, -1.96654)
C (2.25352, 0.85875, -2.17649)
C (3.10843, 0.70570, -3.26833)
C (3.15762, 1.67204, -4.26293)
C (2.36023, 2.81132, -4.18326)
C (1.50352, 2.98503, -3.10886)
C (1.45864, 2.00994, -2.11539)
P (0.35074, 2.11755, -0.70078)
C (-1.32598, 2.42108, -1.31255)
C (-1.98866, 3.63147, -1.10050)
C (-3.26991, 3.81272, -1.60124)
C (-3.90090, 2.79327, -2.30426)
C (-3.24293, 1.59011, -2.52632)
C (-1.95946, 1.40948, -2.03738)
C (0.82678, 3.47981, 0.37001)
C (2.03755, 4.13282, 0.15385)
C (2.44349, 5.13481, 1.02478)
C (1.64998, 5.47759, 2.10900)
C (0.44541, 4.81800, 2.33152)
C (0.03433, 3.81696, 1.46970)
H (4.60248, 0.15639, -0.20241)
H (3.83506, -0.59517, 1.21204)
H (3.58608, 1.12629, 0.86292)
H (4.46862, -2.32362, -1.15812)
H (4.42799, -4.70652, -1.73436)
H (2.28926, -5.89462, -2.05304)
H (0.14596, -4.67456, -1.79993)
H (0.38654, -3.44817, 1.35597)
H (-0.82716, -3.82848, 3.47963)
H (-2.94827, -2.64122, 3.91943)
H (-3.84445, -1.02001, 2.28707)
H (-2.69630, -0.69364, 0.12036)
H (-0.54963, -1.15120, -3.82162)
H (-2.13288, -1.80783, -5.59053)
H (-4.05736, -3.26590, -5.05191)
H (-4.40178, -4.06629, -2.73990)
H (-2.83542, -3.41371, -0.95690)
H (3.73699, -0.17517, -3.35092)
H (3.82077, 1.54075, -5.10905)
H (2.40596, 3.55864, -4.96500)
H (0.87043, 3.86437, -3.05141)
H (-1.50866, 4.43295, -0.55662)
H (-3.77585, 4.75680, -1.44506)
H (-4.90093, 2.94249, -2.69067)
H (-3.71990, 0.79943, -3.09369)
H (-1.43380, 0.49108, -2.26413)
H (2.66567, 3.87047, -0.68908)
H (3.38190, 5.64580, 0.85174)
H (1.96938, 6.25890, 2.78718)
H (-0.17135, 5.08251, 3.18149)
H (-0.89963, 3.29924, 1.65697)
C (-0.12005, -2.49796, 6.27267)
C (-0.13364, -1.12123, 5.69102)
C (-0.55076, -0.00943, 6.41327)
C (-0.52026, 1.22359, 5.78441)
N (-0.09176, 1.36366, 4.52785)
C (0.26836, 0.23862, 3.94636)
S (0.96944, 0.54458, 2.30436)
N (0.27603, -0.98455, 4.41670)
H (-0.20397, -2.47274, 7.35708)
H (0.79783, -3.01434, 5.99407)
H (-0.96274, -3.07635, 5.88514)
H (-0.87517, -0.10267, 7.44080)
H (-0.83171, 2.12833, 6.29392)

Net charge: +2
HOMO (alpha / beta) in eV: -13.937 / -13.908
Energy relative to the best compared isomer or geometry (same formula, charge and spin) in eV: 0.321
Spin multiplicity: 2
Gap between HOMO and LUMO (alpha / beta) in Ha: 0.23951 / 0.24163
Lowest unoccupied orbital energy (alpha / beta) in eV: -7.419 / -7.333
<S²>: 0.792

Now the Löwdin charges, all in e:
1 Tc 0.606
2 C -0.209
3 Si 0.541
4 C -0.283
5 C -0.066
6 C -0.037
7 C -0.041
8 C -0.055
9 C -0.382
10 P 0.986
11 C -0.474
12 C -0.051
13 C -0.057
14 C -0.035
15 C -0.039
16 C -0.130
17 C -0.363
18 C -0.098
19 C -0.051
20 C -0.043
21 C -0.047
22 C -0.071
23 C -0.286
24 C -0.065
25 C -0.041
26 C -0.042
27 C -0.064
28 C -0.385
29 P 0.970
30 C -0.342
31 C -0.065
32 C -0.042
33 C -0.043
34 C -0.053
35 C -0.116
36 C -0.380
37 C -0.069
38 C -0.049
39 C -0.044
40 C -0.052
41 C -0.134
42 H 0.048
43 H 0.040
44 H 0.022
45 H 0.113
46 H 0.121
47 H 0.120
48 H 0.119
49 H 0.122
50 H 0.116
51 H 0.123
52 H 0.123
53 H 0.111
54 H 0.115
55 H 0.119
56 H 0.120
57 H 0.119
58 H 0.111
59 H 0.112
60 H 0.119
61 H 0.120
62 H 0.123
63 H 0.106
64 H 0.120
65 H 0.119
66 H 0.114
67 H 0.049
68 H 0.108
69 H 0.118
70 H 0.119
71 H 0.117
72 H 0.107
73 C -0.012
74 C -0.297
75 C 0.016
76 C -0.082
77 N 0.066
78 C -0.697
79 S 0.762
80 N 0.121
81 H 0.089
82 H 0.095
83 H 0.079
84 H 0.124
85 H 0.124


No. 2
Formula: C42H37F5N5P2RuSSe2
Source: the Open Molecules 2025 dataset
Level of theory: ωB97M-V with the def2-TZVPD basis set

Positions of all 95 atoms, in Å:
Ru (0.46895, 0.22961, 0.73155)
Se (-5.67177, -3.26247, 3.05666)
P (-4.55179, -1.59185, 3.67123)
C (-3.94849, -1.82134, 5.37543)
C (-4.84214, -1.76807, 6.44260)
C (-4.40389, -2.01772, 7.73357)
C (-3.07558, -2.35122, 7.96541)
C (-2.19148, -2.44664, 6.90017)
C (-2.62542, -2.18567, 5.60772)
C (-5.62229, -0.10698, 3.72186)
C (-5.61361, 0.81590, 4.76587)
C (-6.57861, 1.81306, 4.82553)
C (-7.55313, 1.90209, 3.84216)
C (-7.55086, 1.00057, 2.78643)
C (-6.59502, 0.00013, 2.72906)
C (-3.07161, -1.28907, 2.69412)
C (-2.28643, -0.21053, 2.26022)
N (-1.22308, -0.76575, 1.61121)
N (-1.33790, -2.07951, 1.67740)
N (-2.43020, -2.41398, 2.31091)
P (-2.34380, 1.56990, 2.42451)
Se (-0.44936, 2.43809, 1.90044)
C (-2.68475, 1.96632, 4.15349)
C (-3.16874, 3.21243, 4.54086)
C (-3.33454, 3.50575, 5.88535)
C (-2.99692, 2.56948, 6.85391)
C (-2.45821, 1.34770, 6.47293)
C (-2.29050, 1.05499, 5.12932)
C (-3.68969, 2.16351, 1.36903)
C (-4.87290, 2.73217, 1.82219)
C (-5.81047, 3.19476, 0.90875)
C (-5.57774, 3.08060, -0.45278)
C (-4.40198, 2.49468, -0.90590)
C (-3.45828, 2.04426, -0.00050)
H (-5.88488, -1.53967, 6.25919)
H (-5.10297, -1.96431, 8.55891)
H (-2.73490, -2.55225, 8.97362)
H (-1.16094, -2.73170, 7.07104)
H (-1.93998, -2.28154, 4.77441)
H (-4.86638, 0.75748, 5.54545)
H (-6.56512, 2.51626, 5.64931)
H (-8.31165, 2.67374, 3.89709)
H (-8.29978, 1.07065, 2.00784)
H (-6.61837, -0.73581, 1.93483)
H (-3.40841, 3.95955, 3.79511)
H (-3.72505, 4.47265, 6.17754)
H (-3.13598, 2.79921, 7.90283)
H (-2.17726, 0.61342, 7.21799)
H (-1.85933, 0.10923, 4.83317)
H (-5.09323, 2.78367, 2.87924)
H (-6.73371, 3.63072, 1.27042)
H (-6.31333, 3.44315, -1.16032)
H (-4.20529, 2.39474, -1.96578)
H (-2.52571, 1.62754, -0.36341)
C (3.10533, 0.22478, 2.45868)
C (3.42639, 0.75788, 1.09669)
C (4.72995, 0.82434, 0.60355)
C (4.94434, 1.14060, -0.72127)
C (3.86399, 1.52174, -1.52111)
C (3.89899, 1.54895, -2.97200)
C (2.85815, 1.18376, -3.76041)
C (1.53255, 0.78344, -3.33365)
C (0.91950, 1.24823, -2.21798)
S (-0.45225, 0.53072, -1.40223)
C (2.64279, 1.67741, -0.86400)
N (2.39574, 1.14978, 0.34654)
H (3.96366, 0.31351, 3.12527)
H (2.82813, -0.82948, 2.39731)
H (2.26801, 0.77992, 2.89060)
H (5.55219, 0.53071, 1.24321)
H (5.93527, 1.05504, -1.15365)
H (4.86592, 1.70296, -3.44122)
H (3.07779, 1.05920, -4.81714)
H (1.05487, -0.01180, -3.89402)
C (1.89743, 4.42083, -0.41792)
C (1.35254, 3.71695, -1.65903)
C (-0.14967, 3.97185, -1.77865)
C (2.05110, 4.28259, -2.90514)
N (1.55716, 2.27782, -1.48712)
H (1.75482, 5.49875, -0.51435)
H (2.96686, 4.22915, -0.29640)
H (1.37835, 4.07686, 0.47661)
H (-0.32809, 5.04781, -1.84748)
H (-0.67856, 3.56821, -0.91567)
H (-0.55274, 3.49529, -2.67460)
H (1.79833, 5.33925, -3.03007)
H (1.73076, 3.74252, -3.79694)
H (3.13485, 4.19177, -2.82042)
F (1.62677, -2.29195, 1.18848)
C (1.29450, -1.51110, 0.06886)
F (2.54620, -1.35469, -0.55962)
C (0.59747, -2.51159, -0.91179)
F (-0.72975, -2.53162, -0.83645)
F (0.91638, -2.22619, -2.19155)
F (1.02104, -3.77978, -0.70064)

Net charge: -1
HOMO in eV: -3.901
Energy relative to the best compared isomer or geometry (same formula, charge and spin) in eV: 0.601
Gap between HOMO and LUMO in Ha: 0.22264
Lowest unoccupied orbital energy in eV: 2.157

Now the Löwdin charges, all in e:
1 Ru 0.620
2 Se 0.259
3 P 0.516
4 C -0.355
5 C -0.099
6 C -0.083
7 C -0.097
8 C -0.081
9 C -0.093
10 C -0.331
11 C -0.105
12 C -0.087
13 C -0.097
14 C -0.091
15 C -0.113
16 C -0.439
17 C -0.405
18 N -0.140
19 N -0.022
20 N -0.002
21 P 0.639
22 Se 0.399
23 C -0.358
24 C -0.097
25 C -0.081
26 C -0.080
27 C -0.073
28 C -0.093
29 C -0.320
30 C -0.096
31 C -0.088
32 C -0.081
33 C -0.063
34 C -0.097
35 H 0.110
36 H 0.100
37 H 0.098
38 H 0.105
39 H 0.101
40 H 0.085
41 H 0.104
42 H 0.102
43 H 0.107
44 H 0.076
45 H 0.111
46 H 0.104
47 H 0.102
48 H 0.104
49 H 0.093
50 H 0.076
51 H 0.100
52 H 0.099
53 H 0.109
54 H 0.013
55 C -0.031
56 C -0.314
57 C -0.024
58 C -0.005
59 C -0.143
60 C -0.057
61 C -0.088
62 C -0.090
63 C -0.626
64 S 0.662
65 C -0.257
66 N 0.047
67 H 0.079
68 H 0.072
69 H 0.058
70 H 0.107
71 H 0.113
72 H 0.102
73 H 0.097
74 H 0.099
75 C -0.035
76 C -0.555
77 C -0.050
78 C -0.041
79 N -0.084
80 H 0.085
81 H 0.085
82 H 0.025
83 H 0.084
84 H 0.035
85 H 0.082
86 H 0.078
87 H 0.078
88 H 0.074
89 F -0.048
90 C -0.442
91 F -0.018
92 C -0.620
93 F 0.094
94 F 0.094
95 F 0.114


No. 3
Formula: C42H37I2N6ORuS
Source: the Open Molecules 2025 dataset
Level of theory: ωB97M-V with the def2-TZVPD basis set

Positions of all 90 atoms, in Å:
Ru (-0.40530, -0.03273, -0.84419)
I (0.39678, -1.00768, 5.02657)
C (-1.06114, 1.35443, 3.51696)
C (-2.06210, 2.18871, 4.26428)
C (-2.45531, 3.34843, 3.69866)
I (-3.73004, 4.62183, 4.82890)
C (-2.07230, 3.75458, 2.37422)
C (-2.17635, 5.03021, 1.82787)
C (-1.82283, 5.22730, 0.50020)
C (-1.42433, 4.14260, -0.27616)
N (-1.31063, 2.90491, 0.18582)
C (-1.60040, 2.71959, 1.49001)
C (-1.43747, 1.46894, 2.06421)
O (-1.50010, 0.28855, 1.41018)
H (-2.34637, 1.91007, 5.26727)
H (-2.52607, 5.85795, 2.42964)
H (-1.86823, 6.21123, 0.05612)
H (-1.20018, 4.29258, -1.32753)
C (3.99549, -3.42029, 3.27311)
C (3.14483, -4.48835, 2.65676)
C (3.35863, -5.83108, 2.91928)
C (2.54798, -6.81101, 2.36949)
C (1.48352, -6.44930, 1.56256)
C (1.24667, -5.11718, 1.28335)
C (2.08320, -4.13651, 1.81400)
N (1.85779, -2.77729, 1.56167)
C (1.32861, -2.22648, 0.43331)
N (1.45896, -2.91645, -0.71876)
C (0.68368, -2.77611, -1.87903)
C (-0.36521, -1.83672, -1.98390)
C (-1.15134, -1.94250, -3.13746)
C (-0.86354, -2.82879, -4.15932)
C (0.22492, -3.67716, -4.05384)
C (0.98799, -3.68907, -2.90200)
C (2.09517, -4.69710, -2.74997)
N (0.83765, -1.02529, 0.45571)
C (0.70196, -0.38058, 1.71482)
C (-0.68820, -0.60800, 2.23353)
C (-1.03567, -0.17450, 3.65624)
C (0.30855, 1.94548, 3.75908)
C (1.41363, 1.65193, 3.01272)
C (1.56966, 0.67149, 2.00958)
C (2.84050, 0.72883, 1.19508)
H (4.85498, -3.85937, 3.77163)
H (3.42518, -2.86066, 4.01779)
H (4.34622, -2.71612, 2.51866)
H (4.17571, -6.11049, 3.56715)
H (2.74263, -7.85028, 2.58368)
H (0.82629, -7.20495, 1.16101)
H (0.39062, -4.83688, 0.68481)
H (1.87523, -2.13900, 2.35389)
H (2.01062, -3.75893, -0.65361)
H (-2.03117, -1.32184, -3.24335)
H (-1.48528, -2.86063, -5.04144)
H (0.47158, -4.36043, -4.85330)
H (2.19113, -5.27545, -3.66550)
H (1.87348, -5.40021, -1.94301)
H (3.05727, -4.22240, -2.55072)
H (-1.02068, -1.63320, 2.01865)
H (-2.00575, -0.57513, 3.95167)
H (0.35624, 2.71880, 4.51094)
H (2.29653, 2.24131, 3.23066)
H (3.59537, 1.31760, 1.71302)
H (2.64041, 1.20022, 0.22611)
H (3.24154, -0.26710, 0.99444)
C (-1.77672, 0.91975, -1.89706)
C (-2.66723, 1.79629, -2.35400)
C (-3.66633, 2.80013, -2.23158)
C (-4.01700, 3.55899, -3.35636)
C (-4.86124, 4.64165, -3.23754)
C (-5.36341, 4.99465, -1.99338)
C (-5.06510, 4.22043, -0.87952)
C (-4.24258, 3.11690, -0.99136)
H (-3.59747, 3.29278, -4.31583)
H (-5.11420, 5.21908, -4.11454)
H (-5.98519, 5.87168, -1.89709)
H (-5.46491, 4.49440, 0.08807)
H (-4.01449, 2.51187, -0.12487)
S (-1.64830, 1.40070, -3.75161)
C (1.14648, 1.12757, -1.88699)
N (1.04205, 2.38751, -2.29381)
C (1.78492, 2.69461, -3.51366)
C (2.41760, 1.33800, -3.85166)
N (1.99694, 0.51578, -2.71816)
H (0.44667, 3.05925, -1.84066)
H (2.53398, 3.46708, -3.31799)
H (1.11020, 3.04487, -4.29829)
H (3.50863, 1.38165, -3.91225)
H (2.02853, 0.92418, -4.78601)
H (2.17699, -0.47412, -2.69604)

Net charge: 0
HOMO (alpha / beta) in eV: -4.391 / -6.767
Energy relative to the best compared isomer or geometry (same formula, charge and spin) in eV: 5.189
Spin multiplicity: 6
Gap between HOMO and LUMO (alpha / beta) in Ha: 0.17665 / 0.19334
Lowest unoccupied orbital energy (alpha / beta) in eV: 0.416 / -1.506
<S²>: 8.864

Now the Löwdin charges, all in e:
1 Ru 1.199
2 I 0.930
3 C -0.416
4 C -0.076
5 C -0.625
6 I 0.861
7 C -0.201
8 C -0.046
9 C -0.056
10 C -0.159
11 N 0.127
12 C -0.168
13 C -0.146
14 O -0.029
15 H 0.107
16 H 0.070
17 H 0.103
18 H 0.106
19 C -0.034
20 C -0.210
21 C -0.044
22 C -0.087
23 C -0.086
24 C -0.032
25 C -0.200
26 N 0.153
27 C -0.361
28 N 0.136
29 C -0.229
30 C -0.157
31 C -0.157
32 C -0.095
33 C -0.062
34 C -0.234
35 C -0.046
36 N -0.050
37 C -0.313
38 C -0.297
39 C -0.544
40 C -0.131
41 C -0.125
42 C -0.271
43 C -0.053
44 H 0.078
45 H 0.073
46 H 0.083
47 H 0.110
48 H 0.101
49 H 0.103
50 H 0.120
51 H 0.105
52 H 0.109
53 H 0.054
54 H 0.099
55 H 0.106
56 H 0.078
57 H 0.080
58 H 0.085
59 H 0.153
60 H 0.091
61 H 0.101
62 H 0.100
63 H 0.073
64 H 0.052
65 H 0.065
66 C -0.441
67 C -0.550
68 C -0.254
69 C -0.045
70 C -0.077
71 C -0.076
72 C -0.072
73 C -0.029
74 H 0.089
75 H 0.104
76 H 0.102
77 H 0.109
78 H 0.120
79 S 0.813
80 C -0.282
81 N 0.001
82 C -0.145
83 C -0.133
84 N 0.027
85 H 0.094
86 H 0.115
87 H 0.102
88 H 0.114
89 H 0.117
90 H 0.125


Number 1: largest force on an atom 1.2 eV/A. Number 2: largest force on an atom 0.5 eV/A. Number 3: largest force on an atom 1.6 eV/A.